Entry from OMol25: a molecular structure, C8H12AgClO4 in a non-equilibrium geometry (ωB97M-V/def2-TZVPD).

Each line ends with the Mulliken spin population.
Element x y z (Å)
Ag -4.289908 -0.817235 -0.572199  0.0015
Cl -1.627384 -0.701357 -1.613273  0.9883
O -3.131232 -1.819961 1.118061  0.0110
C -2.302897 -2.309321 1.843459  -0.0091
O -2.573822 -3.169669 2.830733  0.0017
C -1.389748 -3.548797 3.548454  0.0009
C -0.274040 -3.303850 2.583141  -0.0012
C -0.757427 -2.066972 1.829669  0.0115
H -1.561256 -4.475570 4.095974  -0.0001
H -1.537359 -3.018746 4.489390  -0.0002
H -0.145515 -4.200023 1.976146  0.0004
H 0.624940 -3.026911 3.133802  -0.0001
H -0.440795 -1.930481 0.795639  -0.0003
H -0.593204 -1.156494 2.406013  -0.0049
O -0.246578 3.031823 -0.628263  0.0011
C 0.566322 3.259826 -1.521631  0.0007
O 1.541339 4.157050 -1.448302  0.0000
C 2.704511 3.778464 -2.266607  0.0000
C 2.294236 2.439582 -2.839294  0.0002
C 0.759315 2.352376 -2.722442  0.0024
H 3.640974 3.882393 -1.718583  0.0001
H 2.722391 4.606113 -2.975671  0.0000
H 2.754547 1.573173 -2.364368  0.0000
H 2.697057 2.399521 -3.851332  0.0001
H 0.327584 1.374177 -2.510707  -0.0042
H 0.237949 2.690890 -3.617808  0.0003

Forces on atoms 1 to 6 (eV/Å):
0.420 -0.092 0.148
-0.278 0.015 0.067
-0.909 0.192 -0.377
2.239 -0.712 1.352
-1.371 0.405 -1.581
-1.468 0.171 1.931

Output
E_HOMO (alpha / beta) = -12.316 / -12.309 eV
⟨S²⟩ = 0.753
Kohn-Sham gap (alpha / beta) = 7.153 / 4.062 eV
LUMO level (alpha / beta) = -0.190 / -0.303 Ha
DFT total energy = -33192.8145 eV
multiplicity = 2
net charge = +1